1.
Entry from OMol25: a cluster of 5 separate species, C25H39Cl12N2O in total (ωB97M-V/def2-TZVPD).

ORCA input file:
```
! RIJCOSX wB97M-V def2-TZVPD def2/J DEFGRID3
* xyz 1 1
C 0.835 0.671 3.367
C 1.128 2.034 2.594
C -0.025 2.209 1.524
C 0.444 2.984 0.206
C -0.651 2.667 -0.900
C -0.413 3.401 -2.280
C 0.580 2.679 -3.272
C -0.030 1.420 -4.011
N 1.151 0.952 -4.825
C 1.549 -0.270 -4.820
C 0.564 -1.064 -3.899
C -0.272 0.093 -3.173
C -1.781 -0.243 -2.823
C -1.895 -1.730 -2.270
C -1.116 -1.830 -0.871
N -1.800 -2.741 0.062
C -2.132 -2.127 1.367
C -3.718 -2.113 1.469
C -4.412 -1.363 0.391
C -5.870 -1.291 0.318
C -6.634 -2.003 1.361
C -5.953 -2.732 2.443
C -4.469 -2.810 2.516
O -3.794 -3.523 3.519
H 0.628 -0.171 2.644
H -0.119 0.784 3.965
H 1.637 0.400 4.103
H 2.164 2.071 2.173
H 0.986 2.851 3.360
H -0.324 1.164 1.196
H -0.933 2.734 1.918
H 1.481 2.679 -0.109
H 0.428 4.100 0.371
H -1.624 3.064 -0.484
H -0.746 1.552 -0.968
H -1.410 3.637 -2.747
H 0.047 4.402 -2.030
H 0.829 3.425 -4.085
H 1.541 2.340 -2.787
H -0.912 1.697 -4.660
H 1.634 1.681 -5.359
H 2.415 -0.732 -5.348
H -0.107 -1.614 -4.632
H 1.029 -1.789 -3.181
H 0.264 0.146 -2.181
H -2.187 0.492 -2.065
H -2.408 -0.089 -3.753
H -1.525 -2.498 -3.002
H -2.997 -1.921 -2.148
H -0.096 -2.260 -1.118
H -0.957 -0.791 -0.480
H -1.325 -3.636 0.157
H -1.689 -2.718 2.232
H -1.759 -1.072 1.492
H -3.808 -0.843 -0.388
H -6.319 -0.738 -0.537
H -7.749 -1.946 1.281
H -6.550 -3.241 3.246
H -3.551 -2.879 4.214
C 3.603 4.791 -1.754
Cl 3.710 3.037 -1.535
Cl 2.404 5.192 -2.995
Cl 3.212 5.585 -0.228
H 4.571 5.152 -2.088
C 5.116 -1.274 -2.919
Cl 4.215 0.237 -2.707
Cl 4.886 -1.909 -4.556
Cl 6.828 -1.026 -2.585
H 4.731 -2.004 -2.213
C 0.954 -3.283 4.214
Cl 0.074 -2.129 5.224
Cl 0.722 -2.907 2.500
Cl 2.670 -3.286 4.624
H 0.555 -4.276 4.402
C 4.933 -1.012 6.789
Cl 5.618 -0.600 8.363
Cl 5.469 -2.621 6.280
Cl 3.168 -0.928 6.837
H 5.289 -0.288 6.062
*
```

Results
Gap between HOMO and LUMO   6.596 eV
HOMO   -0.3783 hartree



2.
Entry from OMol25: a structure of composition C25H39Cl2PRuS (ωB97M-V/def2-TZVPD).

ORCA input file:
```
! RIJCOSX wB97M-V def2-TZVPD def2/J DEFGRID3
* xyz -2 5
P 0.812 0.176 0.436
C 1.177 1.947 -0.090
C 2.492 2.270 -0.820
C 2.664 3.790 -0.975
C 1.474 4.414 -1.713
C 0.150 4.073 -1.016
C -0.015 2.556 -0.851
C 0.533 -0.836 -1.119
C 1.472 -0.645 -2.320
C 1.203 -1.706 -3.399
C -0.263 -1.674 -3.852
C -1.215 -1.834 -2.659
C -0.938 -0.781 -1.576
C 2.518 -0.402 0.951
C 2.992 0.427 2.160
C 4.368 -0.032 2.662
C 4.361 -1.525 3.011
C 3.890 -2.361 1.816
C 2.514 -1.898 1.314
H 1.217 2.460 0.885
H 2.490 1.806 -1.813
H 3.349 1.856 -0.279
H 3.600 4.009 -1.504
H 2.749 4.243 0.024
H 1.597 5.502 -1.786
H 1.448 4.028 -2.743
H 0.131 4.545 -0.023
H -0.695 4.485 -1.581
H -0.953 2.326 -0.331
H -0.080 2.095 -1.846
H 0.693 -1.858 -0.739
H 1.436 -2.700 -2.991
H 2.521 -0.686 -2.003
H 1.306 0.349 -2.753
H 1.871 -1.550 -4.256
H -0.448 -2.459 -4.596
H -0.464 -0.713 -4.347
H -2.258 -1.766 -2.994
H -1.084 -2.836 -2.225
H -1.599 -0.933 -0.715
H -1.164 0.215 -1.978
H 3.228 -0.251 0.124
H 3.028 1.492 1.905
H 2.252 0.322 2.968
H 5.117 0.153 1.879
H 4.665 0.564 3.534
H 3.683 -1.694 3.860
H 5.359 -1.847 3.333
H 3.848 -3.424 2.085
H 4.620 -2.268 0.999
H 2.222 -2.502 0.447
H 1.759 -2.073 2.093
Ru -3.888 -1.904 4.011
Cl -4.600 -4.061 3.624
Cl -2.155 -0.391 3.916
C -5.206 -0.967 3.144
H -5.980 -0.403 3.663
C -5.428 -0.560 -1.090
C -6.257 0.194 -0.257
C -6.180 0.041 1.122
C -5.266 -0.868 1.699
C -4.442 -1.627 0.841
C -4.523 -1.472 -0.537
H -5.488 -0.444 -2.169
H -6.964 0.899 -0.687
H -6.820 0.624 1.781
H -3.753 -2.357 1.260
H -3.884 -2.065 -1.185
S -4.799 -1.485 6.272
*
```

Results
⟨S²⟩   6.056
Gap between HOMO and LUMO (alpha / beta)   2.760 / 4.349 eV
HOMO (alpha / beta)   0.0377 / -0.0208 hartree



3.
Entry from OMol25: a structure of composition C25H39Cl4FeN5O16S3 (ωB97M-V/def2-TZVPD).

ORCA input file:
```
! RIJCOSX wB97M-V def2-TZVPD def2/J DEFGRID3
* xyz -3 6
Fe 0.969 2.543 -0.080
C -6.006 1.296 -1.355
O -4.703 0.854 -1.652
C -3.739 1.889 -1.455
C -2.378 1.635 -2.036
N -2.443 1.201 -3.509
H -2.833 1.966 -4.061
H -1.482 1.291 -3.851
C -3.077 -0.084 -3.981
C -2.401 -1.341 -3.435
O -1.015 -1.366 -3.684
C -0.364 -2.411 -2.986
H -6.378 1.040 -0.360
H -6.639 0.860 -2.134
H -6.160 2.373 -1.471
H -3.639 1.997 -0.369
H -4.104 2.873 -1.771
H -1.816 0.885 -1.475
H -1.697 2.489 -2.131
H -3.300 0.022 -5.042
H -4.078 -0.220 -3.567
H -2.944 -2.157 -3.940
H -2.702 -1.553 -2.405
H 0.694 -2.475 -3.233
H -0.784 -3.361 -3.350
H -0.503 -2.346 -1.911
S -0.810 4.529 -0.510
O 0.669 4.520 -0.529
O -0.948 3.078 -0.103
O -1.253 5.549 0.430
O -1.344 4.704 -1.847
S 1.429 2.508 -3.419
O 1.728 3.875 -3.798
O 1.263 2.441 -1.930
O 0.108 2.209 -3.977
O 2.450 1.549 -3.857
S 2.497 3.342 1.860
O 3.341 2.460 2.645
O 2.530 4.710 2.332
O 2.682 3.283 0.408
O 1.089 2.810 1.850
C 1.155 -1.587 0.015
C 1.004 -0.097 0.078
O -0.121 0.461 0.173
O 1.979 0.674 0.125
H 1.598 -2.031 0.909
H 1.795 -1.933 -0.797
H 0.166 -2.038 -0.052
C -2.922 -3.290 1.117
Cl -4.075 -4.318 1.981
Cl -1.432 -3.192 2.096
Cl -2.699 -3.888 -0.514
Cl -3.550 -1.621 1.003
N 2.999 -2.723 2.574
C 4.142 -2.648 1.838
C 4.510 -3.933 1.550
C 3.481 -4.812 1.950
C 2.599 -4.007 2.666
H 2.549 -1.977 3.091
H 4.686 -1.717 1.830
H 5.431 -4.248 1.082
H 3.671 -5.870 1.856
H 1.689 -4.216 3.208
N -2.307 1.808 2.122
C -2.650 1.187 3.315
C -3.439 1.981 4.047
C -3.485 3.255 3.418
C -2.822 3.077 2.217
H -1.686 1.433 1.415
H -2.191 0.217 3.450
H -3.937 1.872 5.001
H -3.990 4.156 3.722
H -2.543 3.825 1.493
N 2.500 0.246 3.906
C 1.203 -0.210 3.682
C 0.906 -1.036 4.725
C 2.002 -1.128 5.600
C 2.951 -0.236 5.093
H 2.965 1.033 3.410
H 0.597 0.176 2.877
H 0.054 -1.695 4.843
H 2.137 -1.649 6.536
H 3.870 0.102 5.542
N 3.389 -0.919 -3.168
C 3.451 -2.104 -3.852
C 4.258 -3.006 -3.202
C 4.566 -2.361 -1.969
C 3.947 -1.115 -1.952
H 3.014 -0.048 -3.571
H 3.090 -2.205 -4.866
H 4.407 -4.029 -3.510
H 5.096 -2.802 -1.137
H 4.077 -0.283 -1.277
*
```

Results
⟨S²⟩   8.756
Gap between HOMO and LUMO (alpha / beta)   5.059 / 4.944 eV
HOMO (alpha / beta)   -0.0169 / -0.0126 hartree



4.
Entry from OMol25: a cluster of 7 separate species, C25H39Cl9F16O2 in total (ωB97M-V/def2-TZVPD).

ORCA input file:
```
! RIJCOSX wB97M-V def2-TZVPD def2/J DEFGRID3
* xyz 0 1
F -2.356 -8.427 8.339
C -1.994 -7.225 7.830
F -2.990 -6.780 7.078
C -1.748 -6.231 8.954
F -1.331 -5.110 8.408
F -0.806 -6.655 9.766
C -3.114 -5.942 9.622
O -2.924 -5.076 10.754
C -3.057 -5.588 12.049
F -4.292 -6.082 12.109
F -2.262 -6.680 11.966
C -2.623 -4.529 13.043
F -2.518 -4.991 14.308
F -1.476 -3.867 12.721
H -1.046 -7.390 7.318
H -3.713 -6.764 10.015
H -3.805 -5.458 8.932
H -3.444 -3.814 13.085
F -8.598 -7.113 -2.847
C -8.943 -6.129 -2.036
F -8.803 -6.529 -0.765
C -8.383 -4.736 -2.417
F -7.015 -4.542 -2.185
F -8.946 -3.743 -1.777
C -8.618 -4.395 -3.976
O -9.921 -4.512 -4.549
C -10.689 -3.313 -4.829
F -10.825 -2.526 -3.686
F -9.975 -2.554 -5.692
C -12.062 -3.732 -5.391
F -12.893 -2.703 -5.730
F -12.050 -4.588 -6.424
H -10.014 -5.928 -2.032
H -7.928 -5.035 -4.526
H -8.229 -3.379 -4.027
H -12.589 -4.237 -4.582
Cl 3.211 -1.022 -7.393
C 4.947 -1.042 -6.919
Cl 5.709 -1.844 -8.308
Cl 5.380 -1.979 -5.514
H 5.334 -0.059 -6.650
Cl -2.193 -9.858 -3.146
C -0.576 -9.152 -2.763
Cl 0.126 -8.341 -4.172
Cl 0.428 -10.366 -1.936
H -0.741 -8.386 -2.005
Cl -0.238 -2.824 1.007
C 0.721 -1.724 -0.059
Cl 2.077 -0.810 0.776
Cl -0.317 -0.517 -0.837
H 1.193 -2.292 -0.861
C -2.581 12.032 1.264
C -1.278 11.564 0.538
C -1.182 10.015 0.562
C -0.008 9.483 -0.308
C 0.454 8.057 0.083
C 1.406 7.552 -1.050
H -2.417 12.965 1.804
H -2.892 11.332 2.040
H -3.452 12.288 0.660
H -1.386 12.017 -0.448
H -0.473 11.975 1.147
H -2.057 9.440 0.259
H -1.101 9.649 1.586
H -0.301 9.533 -1.357
H 0.859 10.137 -0.211
H 0.865 8.017 1.092
H -0.394 7.377 0.002
H 0.845 7.395 -1.971
H 2.357 8.070 -1.175
H 1.705 6.546 -0.755
C 9.721 2.053 -0.770
C 9.508 2.929 -2.044
C 10.538 2.588 -3.145
C 10.234 3.379 -4.476
C 11.296 3.107 -5.618
C 11.100 1.697 -6.188
H 8.909 2.099 -0.043
H 10.624 2.411 -0.275
H 9.857 0.998 -1.007
H 8.455 2.798 -2.294
H 9.750 3.978 -1.874
H 10.627 1.524 -3.365
H 11.545 2.848 -2.817
H 9.247 3.143 -4.872
H 10.144 4.456 -4.333
H 11.198 3.761 -6.484
H 12.282 3.326 -5.209
H 10.889 0.995 -5.381
H 10.184 1.757 -6.775
H 11.842 1.227 -6.834
*
```

Results
Gap between HOMO and LUMO   10.713 eV
Relative energy (zero: lowest compared OMol25 entry of this formula, charge and spin)   0.7849 eV
HOMO   -0.3857 hartree
SMILES   FC(F)C(F)(F)COC(F)(F)C(F)F.FC(F)C(F)(F)COC(F)(F)C(F)F.ClC(Cl)Cl.ClC(Cl)Cl.ClC(Cl)Cl.CCCCCC.CCCCCC



5.
Entry from OMol25: a structure of composition C25H39F3N6O6P2RuTe (ωB97M-V/def2-TZVPD).

ORCA input file:
```
! RIJCOSX wB97M-V def2-TZVPD def2/J DEFGRID3
* xyz 2 1
Ru -0.154 -1.929 1.268
C 2.685 3.167 -3.133
C 3.235 3.533 -1.772
C 4.742 3.584 -1.736
O 2.760 2.619 -0.696
P 2.353 1.130 -0.648
O 2.436 0.688 0.805
C 0.674 0.988 -1.286
P -0.621 1.229 -0.040
O -0.639 0.069 0.883
O -0.395 2.496 0.829
C -0.473 3.948 0.577
C -0.455 4.281 -0.899
C 0.665 4.573 1.348
O -1.903 1.395 -0.920
C -3.213 1.848 -0.415
C -3.999 2.278 -1.631
C -3.881 0.738 0.366
O 3.184 0.272 -1.650
C 4.360 -0.597 -1.349
C 4.811 -1.129 -2.689
C 5.445 0.145 -0.605
H 3.144 3.829 -3.867
H 1.606 3.308 -3.204
H 2.941 2.146 -3.408
H 2.826 4.489 -1.446
H 5.170 2.684 -2.170
H 5.106 3.705 -0.718
H 5.080 4.435 -2.325
H 0.539 -0.049 -1.606
H 0.526 1.641 -2.144
H -1.426 4.241 1.020
H 0.491 3.977 -1.349
H -0.542 5.361 -1.013
H -1.279 3.821 -1.442
H 1.621 4.194 0.991
H 0.577 4.356 2.410
H 0.641 5.654 1.216
H -3.019 2.705 0.234
H -4.049 1.463 -2.352
H -3.550 3.145 -2.113
H -5.015 2.539 -1.337
H -4.120 -0.097 -0.295
H -4.811 1.112 0.794
H -3.246 0.384 1.177
H 3.963 -1.402 -0.730
H 4.872 -0.316 -3.411
H 4.132 -1.887 -3.074
H 5.803 -1.569 -2.594
H 5.942 0.868 -1.246
H 6.192 -0.581 -0.283
H 5.072 0.653 0.285
N 0.461 -5.751 2.930
C 0.390 -4.435 3.156
N 0.203 -3.836 1.990
C 0.155 -4.851 1.096
N 0.307 -6.037 1.627
C -0.106 -4.484 -0.283
C -0.009 -5.355 -1.361
N -0.262 -4.957 -2.598
C -0.622 -3.690 -2.761
C -0.716 -2.805 -1.696
N -0.452 -3.193 -0.450
H 0.592 -6.497 3.598
H 0.487 -3.969 4.121
H 0.285 -6.385 -1.205
H -0.848 -3.361 -3.766
H -1.023 -1.779 -1.847
Te 2.193 -1.235 1.713
F -6.685 -0.999 3.223
C -5.931 -1.871 3.907
F -5.883 -1.474 5.178
F -6.533 -3.063 3.856
C -4.547 -1.947 3.294
C -3.450 -1.396 3.930
C -2.217 -1.482 3.308
N -2.052 -2.084 2.129
C -3.120 -2.609 1.513
C -4.386 -2.564 2.062
H -3.544 -0.901 4.885
H -1.329 -1.046 3.752
H -2.940 -3.082 0.556
H -5.224 -2.999 1.537
*
```

Results
Gap between HOMO and LUMO   7.244 eV
HOMO   -0.4738 hartree



6.
Entry from OMol25: the ion C25H39F4OSi4 with charge +1 (ωB97M-V/def2-TZVPD).

ORCA input file:
```
! RIJCOSX wB97M-V def2-TZVPD def2/J DEFGRID3
* xyz 1 1
C -1.419 0.693 5.044
Si -1.986 1.479 3.427
C -3.842 1.249 3.221
C -1.583 3.314 3.368
Si -0.725 0.420 1.747
Si 1.559 0.684 1.981
C 1.895 1.557 3.607
C 2.289 -1.042 1.843
C 2.222 1.735 0.560
Si -1.577 -1.760 1.692
C -0.953 -2.686 3.200
C -3.453 -1.801 1.535
C -0.904 -2.538 0.121
O -0.860 0.577 -0.049
C -0.571 1.303 -1.082
C -0.760 2.771 -1.085
C -0.345 0.562 -2.335
H -1.946 1.225 5.849
H -1.680 -0.372 5.101
H -0.341 0.799 5.211
H -4.338 2.002 3.852
H -4.162 1.413 2.183
H -4.181 0.254 3.537
H -2.204 3.811 4.128
H -0.529 3.532 3.583
H -1.838 3.743 2.388
H 2.973 1.780 3.613
H 1.346 2.504 3.694
H 1.656 0.919 4.467
H 3.384 -0.931 1.820
H 2.009 -1.674 2.697
H 1.986 -1.547 0.916
H 3.320 1.764 0.644
H 1.972 1.317 -0.430
H 1.848 2.767 0.610
H -1.200 -3.747 3.043
H 0.134 -2.601 3.320
H -1.446 -2.338 4.117
H -3.730 -2.785 1.123
H -3.954 -1.672 2.502
H -3.819 -1.031 0.842
H -1.254 -3.579 0.042
H -1.258 -2.005 -0.773
H 0.191 -2.562 0.106
H -0.292 3.190 -1.991
H -1.839 3.032 -1.128
H -0.312 3.286 -0.219
H -0.851 1.189 -3.084
H -0.878 -0.402 -2.300
F 1.450 -4.410 -1.753
C 2.029 -3.154 -1.774
C 3.381 -3.040 -1.477
C 3.897 -1.745 -1.445
F 5.200 -1.561 -1.034
C 3.140 -0.620 -1.776
C 1.810 -0.787 -2.176
C 1.062 0.389 -2.784
C 0.886 0.226 -4.309
C 0.927 1.404 -5.064
C 0.043 1.495 -6.129
F -0.104 2.707 -6.757
C -0.752 0.430 -6.548
C -0.589 -0.779 -5.880
F -1.378 -1.850 -6.234
C 0.282 -0.935 -4.803
C 1.229 -2.054 -2.098
H 3.992 -3.909 -1.239
H 3.585 0.377 -1.733
H 1.630 1.321 -2.612
H 1.509 2.259 -4.716
H -1.498 0.546 -7.326
H 0.343 -1.892 -4.290
H 0.170 -2.214 -2.303
*
```

Results
Gap between HOMO and LUMO   7.146 eV
Relative energy (zero: lowest compared OMol25 entry of this formula, charge and spin)   0.0000 eV
HOMO   -0.4225 hartree



no.,calculated total energy (Ha),largest force on an atom (eV Å⁻¹)
1,-6682.6756,3.48
2,-2730.8235,3.17
3,-6752.7159,3.72
4,-6865.9165,5.80
5,-3100.9823,0.82
6,-2608.5243,3.50